No. 1
ORCA calculation (the ωB97M-V functional and the def2-TZVPD basis) on a molecular structure, C51H42N3P2RuS2.

- Lowest unoccupied orbital energy (spin up / spin down): -0.0088 / -0.0689 Ha
- <S²>: 8.88
- Kohn-Sham gap (spin up / spin down): 5.0 / 5.9 eV
- Highest occupied orbital energy (spin up / spin down): -5.24 / -7.74 eV
- Relative energy (zero: lowest compared OMol25 entry of this formula, charge and spin): 6.89 kcal/mol

Geometry as ORCA input:
```
! wB97M-V def2-TZVPD RIJCOSX def2/J DEFGRID3
* xyz 0 6
Ru 0.3254 0.4408 -0.0416
C -0.8180 2.9098 -3.4486
C -0.4270 1.7894 -2.7809
N -0.5283 1.6771 -1.4140
C -1.2383 2.6540 -0.7426
C -1.5996 3.8734 -1.3667
C -1.3574 4.0106 -2.7473
C -2.1931 4.8618 -0.5572
C -2.4217 4.6566 0.8033
C -2.1386 3.4439 1.3927
C -1.5950 2.4013 0.5996
N -1.2323 1.1546 1.0208
C -1.5610 0.5156 2.1853
C -2.6262 0.7932 3.0277
C -2.8497 0.0111 4.1724
C -2.0515 -1.0597 4.4659
C -0.9887 -1.4136 3.5986
C -0.1829 -2.5585 3.7978
C 0.7898 -2.8594 2.8927
C 0.9837 -2.0064 1.7935
N 0.2543 -0.9323 1.5767
C -0.7405 -0.6240 2.4683
H -0.7025 2.9457 -4.5223
H 0.0106 0.9410 -3.2904
H -1.6374 4.9197 -3.2591
H -2.4461 5.8133 -1.0075
H -2.8077 5.4657 1.4071
H -2.2538 3.3145 2.4560
H -3.3172 1.5834 2.7838
H -3.6817 0.2566 4.8178
H -2.2362 -1.6675 5.3411
H -0.3509 -3.1805 4.6675
H 1.4352 -3.7172 3.0082
H 1.7666 -2.2147 1.0800
C 5.0230 -0.5680 -3.1121
C 4.2722 0.7387 -3.0563
C 4.8396 1.8085 -3.7451
C 4.3266 3.0921 -3.6655
C 3.2224 3.3398 -2.8684
C 2.6306 2.2880 -2.1908
C 3.1185 0.9844 -2.2953
P 2.1677 -0.2728 -1.3736
C 3.3914 -1.3738 -0.5759
C 3.2069 -2.7505 -0.7107
C 3.9931 -3.6367 0.0022
C 4.9385 -3.1437 0.8866
C 5.1405 -1.7775 1.0331
C 4.4014 -0.8700 0.2599
C 4.7322 0.5981 0.2793
C 1.3288 -1.2837 -2.6401
C 1.8831 -1.7047 -3.8518
C 1.1371 -2.4450 -4.7479
C -0.1827 -2.7675 -4.4421
C -0.7431 -2.3287 -3.2601
C -0.0038 -1.5736 -2.3448
C -0.6729 -1.0618 -1.0968
H 5.4416 -0.7126 -4.1083
H 4.4349 -1.4420 -2.8540
H 5.8569 -0.5455 -2.4064
H 5.7231 1.6244 -4.3443
H 4.8003 3.8955 -4.2136
H 2.8164 4.3371 -2.7710
H 1.7791 2.4831 -1.5537
H 2.4343 -3.1297 -1.3675
H 3.8550 -4.7031 -0.1153
H 5.5386 -3.8259 1.4740
H 5.7963 -0.3656 2.4693
H 5.2049 0.9014 1.2095
H 3.8516 1.2250 0.1540
H 5.4221 0.8410 -0.5323
H 2.8936 -1.4338 -4.1161
H 1.5750 -2.7604 -5.6845
H -0.7765 -3.3414 -5.1413
H -1.7792 -2.5493 -3.0362
H -0.8519 -1.9002 -0.4133
H -1.6602 -0.6780 -1.3733
S 2.4637 -0.0342 4.1368
P 2.8545 1.3984 2.8590
S 1.5128 2.0886 1.5021
C 6.1927 -1.2975 2.0349
C 7.4820 -1.0059 1.3263
C 8.6466 -1.6178 1.6530
C 8.7220 -2.5370 2.7214
C 7.5619 -2.8145 3.4796
C 6.3698 -2.2471 3.1779
C 3.5700 2.8683 3.6290
C 4.1591 2.7482 4.8867
C 4.7984 3.8328 5.4618
C 4.8588 5.0447 4.7891
C 4.2758 5.1671 3.5352
C 3.6361 4.0854 2.9532
H 7.4500 -0.2981 0.5080
H 9.5427 -1.3912 1.0884
H 9.6610 -3.0085 2.9689
H 7.6323 -3.4880 4.3246
H 5.4893 -2.4518 3.7741
H 4.1003 1.8023 5.4100
H 5.2482 3.7319 6.4406
H 5.3558 5.8921 5.2416
H 4.3166 6.1103 3.0068
H 3.1798 4.1836 1.9775
*
```

=====

No. 2
ORCA calculation (the ωB97M-V functional and the def2-TZVPD basis) on a molecular structure, C51H43FINbO9PS2 at a distorted geometry.

- Lowest unoccupied orbital energy: 0.0071 Ha
- Kohn-Sham gap: 5.4 eV
- Highest occupied orbital energy: -5.25 eV

Geometry as ORCA input:
```
! wB97M-V def2-TZVPD RIJCOSX def2/J DEFGRID3
* xyz -1 1
C 1.7868 3.9040 1.4089
C 2.0148 2.5054 1.8679
C 1.2905 1.1533 1.3049
Nb 2.0808 0.3350 -0.6603
S 3.8275 2.1101 -0.7975
I 0.0389 -1.6933 -0.4199
C 2.6812 -0.7042 -2.5802
C 3.7797 0.0297 -3.5279
C 5.3571 -0.1237 -2.9905
F 3.4441 1.4223 -3.9445
C 3.4266 -1.1144 0.5530
C 4.8506 -0.1941 1.1139
C 6.2219 -1.1778 1.4870
O 6.0782 -0.2060 0.1612
P 0.2821 1.7942 -1.8399
O 0.4459 3.4925 -1.4886
O -1.2790 1.2494 -1.1894
S 0.1866 1.4841 -3.7596
H 0.7210 4.3416 1.1773
H 2.7468 4.5988 1.2660
H 2.8116 2.3684 2.7463
H 1.4271 0.3195 2.1431
H 0.1301 1.3748 1.2512
H 4.3935 2.4638 0.4324
H 1.7040 -0.9190 -3.2290
H 3.1141 -1.7811 -2.3150
H 3.7847 -0.5890 -4.5517
H 5.7766 0.8611 -2.5183
H 5.4899 -1.0827 -2.3169
H 6.0274 -0.3276 -3.9573
H 2.9048 -1.4533 1.5467
H 3.8673 -1.9814 -0.0954
H 4.6312 0.8050 1.8439
H 7.3374 -0.9460 1.3077
H 6.2388 -0.5913 2.5296
H -0.2582 3.6790 -0.7860
H -1.4182 1.6150 -0.2675
C -3.3475 -5.3020 2.1120
C -3.7060 -6.3345 2.9782
C -3.1870 -6.3714 4.2734
C -2.2966 -5.3788 4.7003
C -1.9191 -4.3602 3.8262
C -2.4548 -4.3150 2.5325
C -0.9424 -3.3359 4.2493
O -0.6129 -2.4387 3.4833
C -0.3623 -3.4135 5.6049
C 0.6080 -2.4828 5.9989
C 1.1520 -2.5409 7.2838
C 0.7232 -3.5199 8.1796
C -0.2391 -4.4517 7.7880
C -0.7756 -4.4041 6.4944
C -1.7666 -5.4159 6.0779
O -2.1406 -6.2795 6.8631
H -3.7591 -5.2681 1.1057
H -4.3919 -7.1108 2.6462
H -3.4754 -7.1777 4.9458
H -2.1752 -3.5152 1.8491
H 0.9459 -1.7133 5.3066
H 1.9091 -1.8204 7.5859
H 1.1416 -3.5609 9.1830
H -0.5654 -5.2162 8.4912
C -11.2683 -2.2142 5.7293
C -11.0702 -3.3326 4.9199
C -9.8856 -3.4684 4.1943
C -8.9003 -2.4764 4.2686
C -9.1089 -1.3465 5.0586
C -10.2909 -1.2205 5.8000
C -8.0980 -0.2705 5.1058
O -8.2788 0.7207 5.8023
C -6.8708 -0.4021 4.2953
C -5.9308 0.6366 4.2856
C -4.7612 0.5146 3.5323
C -4.5231 -0.6456 2.7960
C -5.4605 -1.6796 2.7994
C -6.6413 -1.5531 3.5430
C -7.6429 -2.6371 3.5116
O -7.4366 -3.6552 2.8611
H -12.1876 -2.1127 6.3020
H -11.8374 -4.1009 4.8549
H -9.7357 -4.3467 3.5686
H -10.4549 -0.3477 6.4295
H -6.1075 1.5445 4.8603
H -4.0350 1.3246 3.5220
H -3.6088 -0.7440 2.2148
H -5.2701 -2.5804 2.2182
C 2.0369 2.1175 -8.1239
C 2.0509 2.7209 -6.8666
C 2.9088 3.7931 -6.6162
C 3.7647 4.2561 -7.6229
C 3.7681 3.6369 -8.8722
C 2.8938 2.5723 -9.1271
C 4.7017 4.0847 -9.9258
O 4.7029 3.5436 -11.0247
C 5.6391 5.1872 -9.6333
C 6.5691 5.5834 -10.6034
C 7.4504 6.6341 -10.3397
C 7.3995 7.2967 -9.1137
C 6.4779 6.9006 -8.1433
C 5.6026 5.8371 -8.4005
C 4.6558 5.4023 -7.3546
O 4.6137 5.9811 -6.2750
H 1.3618 1.2879 -8.3219
H 1.3921 2.3582 -6.0808
H 2.9106 4.2626 -5.6339
H 2.8812 2.0929 -10.1044
H 6.6132 5.0734 -11.5644
H 8.1752 6.9366 -11.0925
H 8.0810 8.1200 -8.9107
H 6.4474 7.4194 -7.1866
*
```

=====

No. 3
ORCA calculation (the ωB97M-V functional and the def2-TZVPD basis) on a molecular structure, C51H43GeINO2PRe at a distorted geometry.

- Lowest unoccupied orbital energy: -0.1106 Ha
- Kohn-Sham gap: 7.5 eV
- Highest occupied orbital energy: -10.46 eV
- Relative energy (zero: lowest compared OMol25 entry of this formula, charge and spin): 12.86 kcal/mol

Geometry as ORCA input:
```
! wB97M-V def2-TZVPD RIJCOSX def2/J DEFGRID3
* xyz 1 1
Re 6.6314 -14.3495 15.8146
N 8.8756 -14.0325 15.3978
C 9.6709 -14.6379 16.4804
C 9.7543 -16.2054 16.4721
C 8.4581 -16.9137 16.3359
O 8.5510 -18.1228 16.2028
O 7.3548 -16.2348 16.3713
H 9.1397 -14.4010 14.4961
H 8.9860 -13.0539 15.4000
H 9.2763 -14.3285 17.4253
H 10.6897 -14.1932 16.3922
H 10.0838 -16.5804 17.4400
H 10.4350 -16.6151 15.7297
I 6.7641 -15.6404 13.2643
C 8.2705 -14.4228 12.3143
C 9.2787 -15.1094 11.7869
C 10.1965 -14.4517 10.9710
C 10.1533 -13.1168 10.7575
C 9.0735 -12.3989 11.2619
C 8.9068 -11.0416 10.8521
C 7.7463 -10.3871 11.1521
C 6.7724 -11.0128 12.1121
C 7.0655 -12.2251 12.7126
P 6.4257 -12.1770 14.4502
C 7.5006 -10.8198 15.0542
C 8.1409 -11.0049 16.2617
C 9.0465 -10.1372 16.8630
C 9.2400 -8.9003 16.2383
C 8.5634 -8.6904 15.0140
C 7.6942 -9.5950 14.4413
C 4.6900 -11.5261 14.3463
C 3.7068 -12.4738 14.0575
C 2.4001 -12.0622 13.9932
C 2.0767 -10.7266 14.1660
C 2.9751 -9.7793 14.4550
C 4.3316 -10.2035 14.5454
C 8.1153 -12.9936 12.0993
H 9.4095 -16.0926 12.0753
H 11.1005 -14.8984 10.5385
H 10.8451 -12.5937 10.1584
H 9.5687 -10.6027 10.1039
H 7.7021 -9.3514 10.7998
H 5.9662 -10.4185 12.4602
H 7.9176 -11.9088 16.8017
H 9.5755 -10.3050 17.8261
H 9.8307 -8.1417 16.7344
H 8.6703 -7.7711 14.4234
H 7.3284 -9.3884 13.4556
H 3.9337 -13.5541 13.9296
H 1.5638 -12.7593 13.8047
H 1.0453 -10.4265 13.9999
H 2.7162 -8.7231 14.5875
H 5.0134 -9.4985 14.8073
C 5.8938 -14.4674 17.6268
Ge 5.5862 -15.9678 18.8991
C 4.8619 -17.3592 17.7596
C 5.7233 -18.3993 17.3917
C 5.2245 -19.3432 16.4943
C 3.9529 -19.3061 16.0221
C 3.0634 -18.3403 16.5277
C 3.5829 -17.3329 17.3192
C 4.1792 -15.3995 20.1328
C 4.3185 -15.5549 21.4902
C 3.3073 -15.2008 22.3849
C 2.1046 -14.6849 21.8385
C 2.0018 -14.4726 20.4748
C 3.0247 -14.7876 19.6518
C 7.1735 -16.3772 19.9435
C 7.0719 -17.4665 20.8095
C 7.9697 -17.6771 21.8329
C 9.1015 -16.8516 21.9839
C 9.2360 -15.7872 21.1132
C 8.2854 -15.5131 20.1013
H 5.2181 -14.7644 15.3449
H 6.7176 -18.5065 17.8495
H 6.0076 -20.1013 16.2730
H 3.5116 -20.0479 15.3615
H 2.0620 -18.4094 16.1291
H 2.8823 -16.6032 17.7477
H 5.2047 -16.0400 21.9132
H 3.4492 -15.3390 23.4511
H 1.3592 -14.3844 22.5037
H 1.0995 -14.0373 20.1487
H 2.9576 -14.4453 18.5382
H 6.2733 -18.1770 20.6793
H 7.8402 -18.4811 22.4340
H 9.8271 -17.0274 22.8168
H 10.1822 -15.2213 21.1192
H 8.5554 -14.8106 19.3165
C 5.6151 -13.2716 17.1408
C 4.8782 -12.0208 17.6252
C 5.7043 -11.2578 18.4634
C 5.3103 -10.1160 19.1061
C 4.0380 -9.6187 18.9175
C 3.2290 -10.3091 18.0146
C 3.6129 -11.5092 17.4212
H 6.7453 -11.5820 18.6178
H 6.0446 -9.5605 19.6536
H 3.6972 -8.6889 19.3779
H 2.2216 -9.9717 17.8035
H 2.9729 -11.9479 16.7278
*
```

=====

No. 4
ORCA calculation (the ωB97M-V functional and the def2-TZVPD basis) on a molecular structure, C51H43MnN5O3S at a distorted geometry.

- Lowest unoccupied orbital energy (spin up / spin down): -0.2720 / -0.2517 Ha
- <S²>: 0.80
- Kohn-Sham gap (spin up / spin down): 5.9 / 6.4 eV
- Highest occupied orbital energy (spin up / spin down): -13.29 / -13.29 eV
- Relative energy (zero: lowest compared OMol25 entry of this formula, charge and spin): 73.95 kcal/mol

Geometry as ORCA input:
```
! wB97M-V def2-TZVPD RIJCOSX def2/J DEFGRID3
* xyz 2 2
Mn 0.0233 -0.5305 0.9079
O -1.2194 -1.3367 0.1362
C -2.0054 -2.4244 -0.1809
C -1.4427 -3.6822 0.5543
C -0.0097 -3.9509 0.2293
C 0.3887 -5.1144 -0.4190
C 1.7329 -5.3161 -0.6773
C 2.6411 -4.3641 -0.2521
C 2.1762 -3.2342 0.4133
C 3.1407 -2.2073 0.9248
C 2.8721 -0.8336 0.2399
O 1.6423 -0.4000 0.6429
C 3.9234 0.2243 0.6087
C 4.8439 0.0656 1.6357
C 5.7671 1.0650 1.9019
C 5.7820 2.2244 1.1481
C 4.8494 2.3969 0.1395
C 3.9164 1.4084 -0.1211
C 2.8709 -1.0794 -1.2840
C 4.0545 -1.3889 -1.9453
C 4.0344 -1.6843 -3.2989
C 2.8398 -1.6844 -3.9999
C 1.6609 -1.3674 -3.3484
C 1.6816 -1.0621 -1.9988
N 0.8740 -3.0319 0.6268
C -3.4165 -2.2418 0.3958
C -4.5590 -2.4755 -0.3522
C -5.8031 -2.3742 0.2509
C -5.9126 -2.0128 1.5823
C -4.7700 -1.7712 2.3266
C -3.5272 -1.9045 1.7384
C -2.0350 -2.5077 -1.7066
C -1.9691 -3.6996 -2.4113
C -1.9868 -3.6886 -3.7973
C -2.0929 -2.4936 -4.4870
C -2.1883 -1.3001 -3.7891
C -2.1493 -1.3081 -2.4063
H -2.0776 -4.5385 0.3374
H -1.5033 -3.4549 1.6226
H -0.3348 -5.8652 -0.6896
H 2.0701 -6.2077 -1.1831
H 3.6994 -4.4953 -0.4118
H 4.1654 -2.5178 0.7255
H 2.9889 -2.0835 2.0002
H 4.8787 -0.8341 2.2285
H 6.4818 0.9287 2.6982
H 6.5201 2.9869 1.3439
H 4.8579 3.2966 -0.4573
H 3.1904 1.5406 -0.9116
H 4.9926 -1.3983 -1.4106
H 4.9579 -1.9170 -3.8058
H 2.8264 -1.9256 -5.0502
H 0.7212 -1.3593 -3.8798
H 0.7451 -0.8049 -1.5012
H -4.4903 -2.7535 -1.3927
H -6.6921 -2.5818 -0.3242
H -6.8831 -1.9325 2.0465
H -4.8464 -1.4977 3.3687
H -2.6270 -1.7586 2.3220
H -1.9188 -4.6437 -1.8967
H -1.9199 -4.6202 -4.3388
H -2.1166 -2.4913 -5.5654
H -2.2994 -0.3653 -4.3197
H -2.2124 -0.3798 -1.8525
N -0.7872 0.2365 5.1575
C 0.3313 -0.4931 5.4240
C 0.8323 -0.8892 4.2166
N 0.0344 -0.4245 3.2204
C -0.9418 0.2656 3.8144
C -1.9848 0.8507 3.0254
N -1.9981 0.6124 1.7224
C -3.0983 1.2222 1.2250
C -3.7694 1.8442 2.2425
N -3.0537 1.6075 3.3774
H -1.3722 0.6641 5.8602
H 0.6767 -0.6772 6.4181
H 1.7055 -1.4698 4.0049
H -3.3574 1.1607 0.1884
H -4.6789 2.4053 2.2409
H -3.2941 1.9510 4.2929
O 0.0995 1.7108 0.3679
S -0.6108 2.9929 0.7103
C 0.6545 4.2908 0.6501
C 0.6705 5.2272 1.6712
C 1.6244 6.2318 1.6499
C 2.5269 6.3089 0.5999
C 2.4805 5.3815 -0.4295
C 1.5486 4.3589 -0.4027
C -1.4290 3.4720 -0.8293
C -1.2744 2.6947 -1.9609
C -1.8932 3.0909 -3.1358
C -2.6592 4.2449 -3.1646
C -2.8186 5.0062 -2.0149
C -2.2071 4.6186 -0.8345
H -0.0538 5.1661 2.4710
H 1.6605 6.9549 2.4502
H 3.2582 7.1028 0.5795
H 3.1631 5.4655 -1.2590
H 1.5107 3.6137 -1.1821
H -0.6734 1.7969 -1.9098
H -1.7620 2.5084 -4.0332
H -3.1344 4.5472 -4.0862
H -3.4160 5.9046 -2.0415
H -2.3079 5.2024 0.0698
*
```

=====

The energy results, record by record, are as follows: -100869.400 -115331.260 -135196.902 -109318.346 eV.